The following is a DFT calculation (ωB97M-V/def2-TZVPD) of a structure of composition C25H32AuN2STe.

```
62
Properties=species:S:1:pos:R:3:nbo_charge:R:1
Au 9.91696 -7.70984 11.86187 0.40
C 9.60236 -11.03560 17.69886 -0.59
C 8.56343 -10.78544 16.60266 -0.26
C 7.20554 -10.66849 17.25588 -0.59
C 8.53807 -11.83673 15.51806 -0.06
C 8.19799 -13.15638 15.79685 -0.23
C 8.03019 -14.07680 14.78241 -0.24
C 8.10986 -13.64884 13.47131 -0.21
C 8.58055 -12.36759 13.14743 -0.04
C 8.67461 -12.05198 11.67169 -0.23
C 7.68581 -10.95592 11.23962 -0.61
C 10.08249 -11.64734 11.24462 -0.61
C 8.87290 -11.45660 14.18105 0.23
N 9.44533 -10.21043 13.89502 -0.51
C 10.55488 -9.98770 14.43892 0.13
C 11.33953 -8.77970 14.43568 0.04
C 12.36420 -8.50923 15.31604 -0.27
C 12.72222 -7.19638 15.08218 -0.37
C 11.91744 -6.73211 14.07121 0.16
N 11.07523 -7.68032 13.65057 -0.60
C 11.99594 -5.27035 13.65805 -0.07
C 13.40134 -4.89174 13.17402 -0.60
C 11.01774 -4.89985 12.55018 -0.62
C 11.58262 -4.42071 14.90614 -0.59
H 9.37751 -10.35421 18.53536 0.20
H 10.62195 -10.88330 17.36002 0.21
H 9.47820 -12.05741 18.09276 0.19
H 8.80950 -9.78233 16.14793 0.23
H 6.95984 -11.60173 17.80621 0.19
H 6.38411 -10.54420 16.54402 0.21
H 7.23249 -9.84655 17.95195 0.20
H 7.99250 -13.49596 16.81404 0.20
H 7.76488 -15.10247 15.06920 0.20
H 7.92928 -14.35825 12.66352 0.20
H 8.40359 -13.01050 11.21376 0.19
H 7.96234 -10.02674 11.72386 0.24
H 6.63864 -11.22203 11.48099 0.20
H 7.72087 -10.83817 10.15908 0.21
H 10.33450 -10.66370 11.60432 0.23
H 10.07588 -11.62213 10.13134 0.20
H 10.85012 -12.33311 11.59907 0.20
H 10.94478 -10.76921 15.13296 0.14
H 12.83921 -9.22918 15.95762 0.20
H 13.50835 -6.67150 15.54086 0.20
H 13.67850 -5.47417 12.31424 0.21
H 14.19555 -5.03205 13.93042 0.20
H 13.43583 -3.86132 12.83349 0.20
H 11.25481 -5.30988 11.55846 0.22
H 10.91954 -3.80776 12.51742 0.20
H 10.03202 -5.25942 12.77429 0.22
H 12.21439 -4.68704 15.76463 0.21
H 10.56283 -4.68150 15.17070 0.21
H 11.64900 -3.34488 14.67286 0.19
Te 8.66900 -7.67901 9.59783 -0.15
C 9.48476 -5.86070 8.91983 -0.47
C 10.75347 -5.54518 8.50532 -0.31
C 10.92961 -4.17818 8.21977 -0.26
C 9.82582 -3.41931 8.42399 -0.47
S 8.54985 -4.40503 8.93642 0.45
H 11.53563 -6.30303 8.40227 0.22
H 11.87334 -3.86118 7.78975 0.21
H 9.75122 -2.36519 8.28371 0.23
```

- Charge: -1
- DFT total energy: -1883.323222 Eh
- HOMO energy: -4.4 eV
- F_max: 2.11 eV/A
- Relative energy (zero: lowest compared OMol25 entry of this formula, charge and spin): 2.92 kJ/mol
- Spin multiplicity: 1
- HOMO-LUMO gap: 7.12 eV